[1]
C4H6NOS | the ωB97M-V functional and the def2-TZVPD basis

Element x y z (Å)
1 C 2.24 0.80 0.06
2 C 1.00 1.34 0.38
3 C -1.14 -0.54 0.24
4 C -2.54 -0.79 -0.32
5 N 2.38 -0.57 -0.07
6 O 3.63 -0.94 -0.20
7 S -0.65 1.00 0.49
8 H 3.07 1.46 -0.19
9 H 1.16 2.27 0.94
10 H -0.52 -1.49 0.22
11 H -2.88 0.16 -0.69
12 H -3.35 -1.26 0.30
13 H -2.40 -1.44 -1.17

Values from the calculation:
relative energy (zero: lowest compared OMol25 entry of this formula, charge and spin): 4.612 eV
net charge: -1
highest occupied orbital energy (alpha / beta): -2.0 / -2.3 eV
E_LUMO (alpha / beta): 3.574 / 3.596 eV
E_tot: -18614.1988 eV
frontier orbital gap (alpha / beta): 5.60 / 5.85 eV

=====

[2]
C9H14N2O | the ωB97M-V functional and the def2-TZVPD basis

Element x y z (Å)
1 C -0.65 1.47 -0.78
2 C -0.93 0.21 -0.01
3 C -1.59 -0.81 -0.90
4 C -1.06 -1.58 -1.97
5 C -2.14 -2.26 -2.46
6 C -3.30 -1.67 -1.82
7 O -2.94 -0.77 -0.90
8 N 0.32 -0.30 0.60
9 N 0.16 -1.31 1.57
10 C 1.04 0.71 1.27
11 C 2.24 0.34 2.03
12 C 2.45 1.07 0.78
13 H 0.14 1.32 -1.45
14 H -1.48 1.88 -1.20
15 H -0.25 2.30 -0.11
16 H -1.55 0.41 0.86
17 H -0.05 -1.68 -2.36
18 H -1.99 -2.96 -3.28
19 H -4.31 -1.51 -2.07
20 H -0.73 -1.29 2.09
21 H 0.23 -2.25 1.24
22 H 0.48 1.58 1.77
23 H 2.54 -0.71 1.82
24 H 2.55 0.79 3.10
25 H 2.82 2.14 0.67
26 H 2.78 0.51 -0.03

Values from the calculation:
relative energy (zero: lowest compared OMol25 entry of this formula, charge and spin): 4.267 eV
net charge: 0
highest occupied orbital energy: -8.1 eV
E_LUMO: 1.034 eV
E_tot: -14583.3144 eV
structure (SMILES): C[C@@H](c1ccco1)N(N)C1CC1
frontier orbital gap: 9.15 eV

=====

[3]
C5H11P | the ωB97M-V functional and the def2-TZVPD basis

Element x y z (Å)
1 C -2.00 -1.23 0.48
2 C -1.10 -0.25 0.42
3 C -1.45 1.16 0.05
4 P 0.60 -0.78 0.87
5 C 1.82 0.84 0.72
6 C 1.08 -1.46 -0.79
7 H -3.04 -1.09 0.24
8 H -1.70 -2.23 0.77
9 H -1.23 1.33 -1.01
10 H -0.85 1.86 0.64
11 H -2.51 1.35 0.22
12 H 2.82 0.44 0.83
13 H 1.68 1.32 -0.24
14 H 1.59 1.52 1.54
15 H 2.16 -1.63 -0.79
16 H 0.58 -2.41 -0.95
17 H 0.81 -0.77 -1.59

Values from the calculation:
relative energy (zero: lowest compared OMol25 entry of this formula, charge and spin): 0.159 eV
net charge: 0
highest occupied orbital energy: -8.4 eV
E_LUMO: 1.081 eV
E_tot: -14651.1638 eV
structure (SMILES): C=C(C)P(C)C
frontier orbital gap: 9.50 eV

=====

[4]
C26H34AsNO4PS4TeYb | the ωB97M-V functional and the def2-TZVPD basis

Element x y z (Å)
1 Yb -0.52 0.34 -0.15
2 S -1.97 2.14 -1.47
3 C -1.36 3.64 -0.80
4 C -1.10 4.72 -1.66
5 C -0.60 5.92 -1.18
6 C -0.36 6.10 0.17
7 C -0.66 5.07 1.05
8 C -1.15 3.86 0.57
9 S -1.63 2.58 1.71
10 C -0.20 2.48 2.85
11 C -0.01 1.08 3.34
12 C -0.06 0.80 4.71
13 C 0.20 -0.48 5.14
14 C 0.54 -1.45 4.22
15 C 0.55 -1.11 2.87
16 C 0.92 -2.14 1.83
17 S 1.91 -1.33 0.52
18 C 1.64 -2.35 -0.92
19 C 1.72 -3.73 -0.82
20 C 1.50 -4.53 -1.93
21 C 1.25 -3.93 -3.16
22 C 1.20 -2.55 -3.26
23 C 1.37 -1.72 -2.15
24 S 1.16 0.01 -2.38
25 N 0.25 0.12 2.45
26 H -1.29 4.58 -2.71
27 H -0.40 6.73 -1.88
28 H 0.02 7.04 0.55
29 H -0.54 5.22 2.12
30 H -0.37 3.15 3.70
31 H 0.66 2.80 2.27
32 H -0.30 1.59 5.40
33 H 0.16 -0.73 6.20
34 H 0.79 -2.46 4.52
35 H 0.03 -2.56 1.35
36 H 1.49 -2.94 2.29
37 H 1.94 -4.19 0.14
38 H 1.54 -5.61 -1.83
39 H 1.09 -4.55 -4.03
40 H 1.00 -2.08 -4.22
41 C 1.92 3.10 -2.37
42 As 2.28 2.21 -0.69
43 C 3.87 1.08 -0.69
44 C 3.03 3.70 0.35
45 O 0.98 1.75 0.24
46 H 2.86 3.18 -2.91
47 H 1.54 4.09 -2.12
48 H 1.20 2.55 -2.95
49 H 4.69 1.68 -1.08
50 H 3.73 0.20 -1.31
51 H 4.07 0.79 0.34
52 H 3.88 4.15 -0.16
53 H 3.35 3.33 1.32
54 H 2.24 4.44 0.49
55 C -1.77 -4.80 2.05
56 C -2.47 -4.41 0.77
57 O -1.66 -3.48 0.03
58 P -2.29 -2.06 -0.41
59 O -1.17 -1.40 -1.17
60 Te -2.96 -0.76 1.41
61 O -3.50 -2.42 -1.37
62 C -3.28 -2.54 -2.80
63 C -3.41 -1.20 -3.49
64 H -2.34 -5.57 2.57
65 H -1.68 -3.93 2.71
66 H -0.78 -5.19 1.83
67 H -3.45 -3.96 0.99
68 H -2.63 -5.28 0.13
69 H -4.05 -3.23 -3.15
70 H -2.30 -2.98 -2.99
71 H -4.37 -0.74 -3.25
72 H -3.34 -1.33 -4.57
73 H -2.61 -0.52 -3.17

Values from the calculation:
2S+1: 2
net charge: 0
highest occupied orbital energy (alpha / beta): -7.0 / -7.0 eV
E_LUMO (alpha / beta): 0.229 / 0.228 eV
E_tot: -189492.3336 eV
frontier orbital gap (alpha / beta): 7.19 / 7.20 eV
<S²>: 0.75